One molecule with the formula C3H3Cl3S, computed with wB97M-V/def2-TZVPD.

## Properties
Spin multiplicity: 1
Highest occupied orbital energy (eV): -9.4
Gap between HOMO and LUMO (eV): 8.2
LUMO level (eV): -1.15
Total charge: 0
ΔE to the lowest compared entry with this formula, charge and spin (kJ/mol): 0.0

Element x y z (Å)
1 C 0.45 -1.19 -0.07
2 C -0.51 -0.24 0.52
3 C -0.90 1.02 -0.32
4 S 0.59 -2.80 0.05
5 Cl 0.34 0.37 2.12
6 Cl -1.56 0.18 -1.80
7 Cl -2.03 2.04 0.38
8 H 0.95 -0.74 -0.86
9 H -1.43 -0.65 0.97
10 H -0.03 1.57 -0.64

Löwdin atomic charge list, values in e, 5 entries: number 1, C, carries -0.77; number 2, C, carries -0.76; number 3, C, carries -1.16; number 4, S, carries 0.73; number 5, Cl, carries 0.51